(1)
Below is C6H13NO4 as an isolated structure at a distorted geometry, with properties calculated with ωB97M-V with the def2-TZVPD basis set.

Cartesian coordinates (Å):
C 2.5084 0.5249 -0.8519
C 0.9948 -1.4076 -1.0942
C -1.1029 -0.1600 1.9398
C 1.2853 -0.1919 -0.2895
C 0.1844 0.8303 -0.2861
C -1.4831 0.1960 0.5733
N -2.1901 -0.8573 -0.1181
O -2.0608 -1.9829 0.1947
O -2.8910 -0.3935 -1.0146
O 0.5777 1.8915 0.4682
O -2.3061 1.3057 0.5945
H 2.5962 1.5082 -0.4187
H 2.4251 0.6495 -2.0389
H 3.3988 -0.1706 -0.6157
H 0.6616 -0.8872 -2.1213
H 0.1721 -2.0714 -0.6085
H 1.9622 -2.1604 -1.2292
H -0.5832 0.5975 2.4604
H -0.4073 -1.1181 1.8921
H -1.8976 -0.3161 2.5529
H 1.5462 -0.6022 0.7845
H -0.3744 1.0257 -1.2392
H -0.1199 2.5361 0.6124
H -2.8965 1.2540 -0.1467

Computed properties:
LUMO = 0.00 eV
Net charge = 0

***

(2)
Below is C23H30F2N3PtS3 as an isolated structure at a distorted geometry, with properties calculated with ωB97M-V with the def2-TZVPD basis set.

Cartesian coordinates (Å):
Pt 0.0884 0.3697 0.1993
F -4.6737 -1.7587 1.3750
C -3.3650 -1.9597 1.1956
C -2.5832 -0.9125 0.7351
C -1.2266 -1.1177 0.5390
C -0.6576 -2.3705 0.7972
C -1.4838 -3.3726 1.2966
F -0.9709 -4.5700 1.6276
C -2.8346 -3.1964 1.5029
C 0.7597 -2.4975 0.5074
C 1.5022 -3.6765 0.4902
C 2.8387 -3.6344 0.1422
C 3.4296 -2.4236 -0.1923
C 2.6474 -1.2902 -0.1461
N 1.3585 -1.3264 0.2033
H -3.0534 0.0450 0.5519
H -3.4483 -3.9948 1.8948
H 1.0427 -4.6165 0.7451
H 3.4208 -4.5467 0.1313
H 4.4682 -2.3574 -0.4810
H 3.0555 -0.3167 -0.3805
C 1.0303 1.8517 -3.7516
C 2.1075 2.0553 -2.6876
S 1.7482 1.9358 -0.9006
C 1.0161 3.5181 -0.4442
C -0.4916 3.6589 -0.5896
S -1.5109 2.1642 -0.4090
C -1.5973 1.3797 -2.0829
C -1.7550 2.2624 -3.3003
S -0.2433 3.1505 -3.8058
H 0.5572 0.8745 -3.6764
H 1.5341 1.9057 -4.7173
H 2.5738 3.0337 -2.8037
H 2.8788 1.2945 -2.8235
H 1.5198 4.2985 -1.0148
H 1.3034 3.6196 0.6023
H -0.7600 4.0942 -1.5452
H -0.8577 4.3188 0.1985
H -2.4736 0.7362 -1.9781
H -0.7392 0.7365 -2.1970
H -2.5074 3.0411 -3.1637
H -2.0647 1.6349 -4.1356
C -0.2593 1.9171 3.1097
C 0.0702 2.2097 4.6030
N 1.0667 1.2558 5.0768
C 2.2880 1.3842 4.2918
C 1.9739 1.0728 2.7989
N 0.5389 0.7691 2.6473
C 0.2055 -0.4043 3.4748
C 0.5489 -0.1038 4.9630
H -0.0318 2.7833 2.4813
H -1.3140 1.6675 2.9754
H -0.8236 2.1218 5.2218
H 0.4686 3.2175 4.7281
H 3.0361 0.6942 4.6832
H 2.6696 2.3993 4.4092
H 2.5409 0.2078 2.4481
H 2.2231 1.9264 2.1628
H 0.7772 -1.2577 3.1037
H -0.8569 -0.6208 3.3505
H 1.3040 -0.7969 5.3359
H -0.3338 -0.1980 5.5963

Computed properties:
LUMO = -2.91 eV
Net charge = +1

***

(3)
Below is a 2-piece molecular cluster, C5H14 overall at a distorted geometry, with properties calculated with ωB97M-V with the def2-TZVPD basis set.

Cartesian coordinates (Å):
C -2.9013 0.5551 -1.0273
C -2.3276 0.8827 0.3492
H -3.8672 0.0569 -0.9165
H -2.9294 1.4539 -1.6404
H -2.3177 -0.2182 -1.5254
H -1.3521 1.3636 0.3193
H -3.0176 1.5862 0.8328
H -2.2903 0.0333 1.0356
C 2.4126 -0.2350 -0.0415
C 2.4698 -0.8525 1.3644
C 1.0342 -0.3413 -0.7100
H 2.7844 0.7724 -0.1335
H 3.0470 -0.9167 -0.6185
H 1.9078 -1.7852 1.3027
H 0.2069 -0.0975 -0.0315
H 0.7952 0.3337 -1.5280
H 0.8678 -1.4194 -0.8247
H 3.5089 -0.9432 1.6812
H 1.9689 -0.2286 2.1122

Computed properties:
LUMO (alpha / beta) = 4.19 / 4.28 eV
2S+1 = 2
Net charge = -1

***

Number 1: energy -16107.6918 eV. Number 2: energy -69990.0886 eV. Number 3: energy -5410.1040 eV.